Entry from the OMol25 dataset: the molecule C21H30ClN3O2 (ωB97M-V/def2-TZVPD).

```
57
Properties=species:S:1:pos:R:3:nbo_charge:R:1
C 0.384 5.018 1.125 -0.6278
C -0.143 3.755 1.738 -0.0161
C -1.364 3.227 1.352 -0.2036
C -1.829 2.053 1.909 -0.1721
C -1.098 1.348 2.849 -0.0595
C -1.627 0.038 3.359 -0.5174
C -1.136 -1.113 2.496 0.6976
O -1.817 -1.571 1.585 -0.6533
N 0.111 -1.552 2.790 -0.6242
C 0.837 -2.570 2.070 -0.2155
C 1.665 -2.088 0.890 0.1014
C 2.491 -0.873 1.282 -0.6220
C 2.571 -3.239 0.513 -0.6188
N 0.773 -1.764 -0.221 -0.6567
C 1.122 -1.873 -1.532 0.7086
O 2.261 -2.107 -1.905 -0.6553
C 0.048 -1.661 -2.593 -0.3207
C -1.407 -1.656 -2.149 -0.4387
C -1.914 -0.297 -1.697 -0.2300
N -1.448 0.810 -2.511 -0.4338
C -1.754 0.586 -3.930 -0.2392
C -0.543 -0.186 -4.545 -0.4338
C 0.396 -0.391 -3.346 -0.2188
C 0.015 0.813 -2.479 -0.2413
C 0.106 1.903 3.245 -0.0313
Cl 1.076 1.152 4.488 -0.0206
C 0.581 3.082 2.705 -0.1856
H -0.427 5.719 0.929 0.2212
H 1.100 5.508 1.783 0.2172
H 0.880 4.808 0.176 0.2270
H -1.953 3.728 0.594 0.2200
H -2.779 1.651 1.584 0.2234
H -1.357 -0.109 4.410 0.2350
H -2.710 0.031 3.291 0.2459
H 0.608 -1.063 3.513 0.4088
H 1.528 -3.004 2.792 0.2081
H 0.157 -3.358 1.752 0.2255
H 3.141 -1.095 2.135 0.2065
H 3.114 -0.579 0.438 0.2317
H 1.848 -0.028 1.544 0.2122
H 3.107 -3.580 1.404 0.1977
H 1.997 -4.075 0.107 0.2133
H 3.293 -2.939 -0.236 0.2595
H -0.194 -1.586 0.009 0.4272
H 0.207 -2.515 -3.260 0.2350
H -2.023 -2.020 -2.985 0.2109
H -1.579 -2.405 -1.367 0.2266
H -3.007 -0.296 -1.697 0.2026
H -1.601 -0.101 -0.675 0.2011
H -2.696 0.049 -4.032 0.1974
H -1.883 1.552 -4.423 0.1974
H -0.833 -1.129 -5.013 0.2083
H -0.049 0.422 -5.303 0.2119
H 1.444 -0.406 -3.629 0.2366
H 0.391 1.741 -2.923 0.1964
H 0.386 0.759 -1.452 0.2067
H 1.532 3.476 3.046 0.2178
```

Summary:
LUMO energy = 0.5458 eV
HOMO energy = -0.3076 hartree
molar mass = 391.9 g/mol
HOMO-LUMO gap = 8.915 eV
ΔE to the lowest compared entry with this formula, charge and spin = 8.35 kcal/mol

Entry from the OMol25 dataset: a cluster of 7 separate species, C21H30F4O21 in total at a distorted geometry (ωB97M-V/def2-TZVPD).

```
76
Properties=species:S:1:pos:R:3:mulliken_charge:R:1
O 9.486 6.586 10.279 -0.5433
C 9.440 7.667 9.815 0.4859
O 10.293 8.680 10.075 -0.2990
C 9.794 9.859 9.412 0.4388
C 8.982 9.234 8.303 0.4577
F 9.824 8.841 7.278 -0.3599
O 8.485 8.086 8.914 -0.3039
H 9.152 10.386 10.114 -0.1405
H 10.641 10.480 9.142 -0.1079
H 8.201 9.848 7.866 0.2478
O 9.622 14.125 6.069 -0.4457
C 8.854 14.486 5.243 0.5826
O 7.524 14.347 5.315 -0.2571
C 6.991 14.508 3.985 -0.4129
C 8.043 15.349 3.286 0.3458
F 7.753 16.667 3.239 -0.2815
O 9.198 15.130 4.091 -0.3431
H 6.929 13.523 3.517 0.2926
H 5.985 14.903 4.066 0.2662
H 8.316 14.959 2.306 0.2688
O 12.748 13.931 13.929 -0.4334
C 12.875 14.548 14.929 0.5295
O 12.061 15.511 15.378 -0.2606
C 12.846 16.299 16.290 -0.4374
C 13.733 15.231 16.889 0.2549
F 13.073 14.535 17.867 -0.2911
O 13.935 14.391 15.796 -0.3211
H 13.489 16.955 15.691 0.2821
H 12.219 16.888 16.945 0.3235
H 14.685 15.575 17.283 0.3091
O 10.026 18.295 11.986 -0.5423
C 10.819 17.551 11.525 0.6313
O 11.496 17.762 10.375 -0.3856
C 12.297 16.604 10.097 -0.3888
C 12.301 15.861 11.427 1.1950
F 13.437 16.177 12.134 -0.3853
O 11.168 16.361 12.072 -0.2837
H 11.795 15.996 9.346 0.1768
H 13.285 16.948 9.813 0.3519
H 12.245 14.787 11.299 -0.4197
C 12.359 10.893 12.002 -0.3488
O 12.986 10.896 10.726 -0.4136
C 12.691 11.897 9.918 0.5467
O 11.924 12.804 10.162 0.0429
O 13.307 11.707 8.766 -0.4034
C 13.034 12.689 7.758 -0.5362
H 12.729 11.700 12.638 0.2377
H 12.586 9.936 12.454 0.3215
H 11.283 11.026 11.890 -0.0078
H 11.997 12.598 7.445 0.2751
H 13.674 12.477 6.911 0.2558
H 13.218 13.678 8.170 0.1829
C 4.947 8.140 6.593 -0.6806
O 4.861 9.535 6.832 -0.3328
C 4.809 9.918 8.109 0.9180
O 4.667 9.184 9.056 -0.5991
O 4.929 11.233 8.168 -0.3159
C 4.979 11.793 9.497 -0.5461
H 4.411 7.577 7.353 0.3402
H 5.990 7.826 6.537 0.2514
H 4.504 7.936 5.620 0.2493
H 5.401 12.776 9.332 0.0523
H 5.576 11.149 10.135 0.2969
H 3.964 11.859 9.887 0.3756
C 9.724 13.140 12.467 -0.5053
O 8.891 12.495 11.519 -0.4757
C 8.620 13.078 10.352 0.8269
O 8.126 12.468 9.440 -0.4338
O 8.920 14.374 10.342 -0.2524
C 8.434 15.105 9.224 -0.8564
H 10.658 13.482 12.042 0.0541
H 9.907 12.428 13.270 0.2844
H 9.258 13.987 12.980 0.4626
H 8.499 14.572 8.281 0.3737
H 9.015 16.026 9.172 0.2311
H 7.404 15.423 9.404 0.3320
```

Summary:
LUMO energy = 0.3386 eV
HOMO energy = -0.3930 hartree
molar mass = 694.4 g/mol
HOMO-LUMO gap = 11.031 eV
ΔE to the lowest compared entry with this formula, charge and spin = 0.00 kcal/mol